The following is a quantum chemistry calculation of 10 unconnected molecules or ions with the total composition C20H63N7O13 at a distorted geometry, from the Open Molecules 2025 dataset.

Each line ends with the Mulliken charge.
CARTESIAN COORDINATES (ANGSTROEM)
C (-3.70197, -6.77701, 10.69775)  -0.76
O (-2.97663, -7.17943, 11.84281)  -0.39
C (-1.62457, -7.65521, 11.83073)  -0.28
C (-0.52955, -6.69871, 11.59772)  -0.38
N (0.81559, -7.36283, 11.45958)  -0.44
C (1.12271, -8.07590, 12.68530)  -0.90
C (1.44577, -7.21212, 13.95124)  -0.30
O (0.25583, -7.33975, 14.69920)  -0.32
C (-0.03440, -6.17138, 15.43341)  -0.54
H (-3.87817, -5.70136, 10.69186)  0.27
H (-4.67911, -7.25816, 10.74022)  0.27
H (-3.20656, -6.86386, 9.73072)  0.33
H (-1.54461, -8.57840, 11.25678)  0.30
H (-1.67021, -8.03372, 12.85187)  0.13
H (-0.48580, -5.85616, 12.28786)  0.13
H (-0.74141, -6.16917, 10.66885)  0.40
H (0.81779, -8.00376, 10.67901)  0.30
H (2.03723, -8.61769, 12.44403)  0.48
H (0.31298, -8.75651, 12.94838)  0.33
H (1.91095, -6.22943, 13.87366)  0.48
H (2.22274, -7.81381, 14.42282)  0.18
H (0.77356, -5.90072, 16.11314)  0.07
H (-0.72896, -6.25977, 16.26879)  0.32
H (-0.23134, -5.32235, 14.77883)  0.32
C (4.57960, -6.62837, 17.29247)  -0.74
O (4.67656, -5.19496, 16.91907)  -0.20
C (5.92237, -4.56992, 17.42549)  -0.73
C (6.05301, -3.07159, 16.99617)  -0.91
N (5.15828, -2.05380, 17.57028)  -0.05
C (5.67345, -0.71254, 17.24698)  -0.82
C (5.08082, 0.31644, 18.26385)  -0.64
O (3.68552, 0.59455, 18.14655)  -0.24
C (3.05095, 1.38769, 19.11985)  -0.74
H (3.80965, -7.18117, 16.75426)  0.22
H (4.44101, -6.82814, 18.35501)  0.18
H (5.51991, -7.13033, 17.06454)  0.43
H (6.71549, -5.28693, 17.21344)  0.44
H (5.83192, -4.56802, 18.51173)  0.34
H (6.03695, -3.00043, 15.90862)  0.36
H (7.04949, -2.82349, 17.36168)  0.50
H (5.20046, -2.17805, 18.57172)  0.18
H (5.38548, -0.43798, 16.23220)  0.36
H (6.75626, -0.67470, 17.12785)  0.50
H (5.56007, 1.29314, 18.33076)  0.41
H (5.21110, -0.19996, 19.21488)  0.30
H (1.96206, 1.43428, 19.10461)  0.16
H (3.44773, 2.38831, 18.94830)  0.35
H (3.34656, 1.06284, 20.11745)  0.35
C (0.60611, -1.18278, 20.39818)  -0.76
O (-0.44049, -2.00755, 19.91947)  0.32
C (-1.05349, -1.53331, 18.67852)  -0.19
C (-2.46458, -0.86378, 18.79466)  -0.82
N (-2.45868, 0.55651, 19.22480)  -0.51
C (-2.27112, 1.34041, 17.96392)  -0.51
C (-3.53717, 1.40100, 17.04788)  -0.84
O (-3.55474, 0.29894, 16.20693)  -0.30
C (-4.80579, 0.04679, 15.45911)  -0.84
H (1.10836, -1.86001, 21.08897)  0.32
H (0.28150, -0.20540, 20.75521)  0.23
H (1.35159, -1.11438, 19.60592)  0.01
H (-1.22803, -2.40629, 18.04961)  0.31
H (-0.33676, -0.86959, 18.19492)  0.29
H (-2.93697, -1.36302, 19.64066)  0.12
H (-3.17948, -0.98811, 17.98130)  0.38
H (-1.59703, 0.70034, 19.73173)  0.25
H (-1.40912, 1.16629, 17.31991)  0.28
H (-1.91340, 2.34514, 18.18899)  0.54
H (-3.54489, 2.33859, 16.49203)  0.50
H (-4.47330, 1.48423, 17.59999)  0.34
H (-5.68458, 0.05217, 16.10391)  0.32
H (-5.02532, -0.91504, 14.99566)  0.30
H (-4.87680, 0.79552, 14.67014)  0.32
N (0.07465, -4.51820, 18.93073)  0.11
C (0.86858, -5.33295, 19.62930)  0.36
N (2.08523, -5.44090, 19.14828)  0.01
O (0.50221, -5.99435, 20.57978)  -0.78
H (-0.81587, -4.30794, 19.35835)  -0.02
H (0.47290, -3.87737, 18.25928)  0.22
H (2.58165, -6.22553, 19.54581)  0.01
H (2.29489, -5.02907, 18.25020)  0.00
N (-2.21461, -2.67200, 22.26899)  -0.17
C (-3.47236, -3.02364, 22.46860)  0.86
N (-3.92595, -2.52571, 23.57208)  -0.43
O (-4.17769, -3.56643, 21.63111)  -0.77
H (-1.68170, -2.94935, 21.45709)  -0.06
H (-1.67048, -2.15697, 22.94632)  0.17
H (-4.92756, -2.59414, 23.68247)  0.25
H (-3.44230, -1.99589, 24.28305)  0.15
O (-2.57740, -4.72469, 19.89384)  -0.62
H (-2.44929, -5.65692, 20.06926)  0.24
H (-3.19480, -4.43661, 20.56619)  0.29
O (1.43260, -6.96314, 23.05431)  -0.60
H (2.29032, -7.35021, 23.22963)  0.30
H (1.44221, -6.77332, 22.11616)  0.38
O (4.34224, -7.20157, 21.12721)  -0.63
H (5.06146, -7.69048, 20.72730)  0.29
H (3.59572, -7.79952, 21.09006)  0.31
O (-1.19388, -8.09096, 21.64154)  -0.64
H (-1.40129, -8.44999, 20.77880)  0.29
H (-0.48452, -7.46930, 21.47857)  0.43
O (2.35056, -2.35083, 17.25985)  -0.68
H (2.41793, -1.42173, 17.48000)  0.17
H (3.24537, -2.68156, 17.33838)  0.50

Frontier orbital gap = 9.0 eV
Energy above the lowest of the compared OMol25 structures with the same formula, charge and spin = 4.4 kcal/mol
SMILES = COCCNCCOC.COCCNCCOC.COCCNCCOC.NC(N)=O.NC(N)=O.O.O.O.O.O
Maximum force = 5.3 eV/A
Charge = 0
HOMO energy = -8.7 eV
Spin multiplicity = 1

---

The following is a quantum chemistry calculation of 11 unconnected molecules or ions with the total composition C20H65N19O11 at a distorted geometry, from the Open Molecules 2025 dataset.

Each line ends with the Löwdin spin population.
CARTESIAN COORDINATES (ANGSTROEM)
C (-4.47782, 2.14941, -2.97306)  0.02
O (-4.59912, 3.36358, -2.94375)  0.00
N (-3.85875, 1.57076, -1.97080)  0.01
N (-4.89951, 1.42086, -3.94397)  0.04
H (-3.67351, 2.02153, -1.08616)  0.00
H (-3.65360, 0.59485, -2.13083)  0.01
H (-4.60738, 0.45514, -3.89789)  0.07
H (-5.64541, 1.66589, -4.57934)  0.01
C (3.60389, 1.68907, 3.59434)  0.00
O (4.07999, 2.48308, 2.85369)  0.00
N (2.41512, 1.15790, 3.44758)  0.00
N (4.22859, 1.37361, 4.71700)  0.00
H (1.82265, 1.57737, 2.74535)  0.00
H (1.99470, 0.85313, 4.31387)  0.00
H (5.14594, 1.79458, 4.75391)  0.00
H (3.82573, 0.68919, 5.34099)  0.00
C (-3.07703, -2.20669, 4.78206)  0.00
O (-3.47398, -1.19756, 5.34656)  0.00
N (-2.42876, -2.20390, 3.67905)  0.00
N (-3.09424, -3.33921, 5.35945)  0.00
H (-2.34470, -3.05510, 3.14194)  0.00
H (-2.31998, -1.25169, 3.36036)  0.00
H (-2.84447, -4.01098, 4.64780)  0.00
H (-3.79137, -3.39703, 6.08798)  0.00
C (-3.53737, -1.95200, -0.65735)  0.10
O (-2.75257, -2.13576, 0.24814)  0.04
N (-3.20164, -1.70197, -1.85990)  0.07
N (-4.84144, -2.12447, -0.57235)  0.07
H (-3.79604, -1.61431, -2.67174)  0.13
H (-2.22287, -1.82337, -2.07756)  0.01
H (-5.16387, -2.45844, 0.32464)  0.01
H (-5.45535, -2.11680, -1.37432)  0.10
C (0.71670, -4.55960, -0.27924)  0.02
O (1.18929, -3.98965, 0.66651)  0.00
N (1.39337, -5.44980, -0.93259)  0.01
N (-0.52785, -4.41528, -0.67758)  0.02
H (0.94547, -5.86066, -1.73924)  0.01
H (2.35934, -5.66514, -0.73101)  0.00
H (-1.23719, -3.77716, -0.34630)  0.01
H (-0.90685, -5.01239, -1.39863)  0.05
C (-0.09721, 0.48367, 0.98053)  0.00
O (0.51686, 1.50500, 0.93052)  0.00
N (-1.05319, 0.21847, 0.18008)  0.00
N (0.28588, -0.55173, 1.61863)  0.00
H (-1.43921, -0.71485, 0.17858)  0.00
H (-1.28372, 1.01622, -0.39485)  0.00
H (-0.10086, -1.45123, 1.37079)  0.00
H (1.22202, -0.34904, 1.93904)  0.00
C (2.00321, -4.29331, 4.08271)  0.00
O (2.26203, -4.48309, 5.30698)  0.00
N (1.77862, -5.27647, 3.27802)  0.00
N (1.74011, -3.14992, 3.43727)  0.00
H (1.81906, -6.23237, 3.60162)  0.00
H (1.67272, -5.14306, 2.28249)  0.00
H (1.45781, -3.25596, 2.47334)  0.00
H (1.72682, -2.17076, 3.68460)  0.00
C (3.01657, 5.24802, 0.74407)  0.00
O (2.57266, 5.92644, -0.18471)  0.00
N (4.07678, 5.47346, 1.46731)  0.00
N (2.61630, 4.01811, 1.02333)  0.00
H (4.24530, 4.84774, 2.24202)  0.00
H (4.53508, 6.36858, 1.37339)  0.00
H (3.11469, 3.60851, 1.80046)  0.00
H (1.89478, 3.50718, 0.53500)  0.00
C (-2.71813, 1.83212, 3.10183)  0.00
C (-1.91351, 3.12681, 3.01121)  0.00
C (-2.14360, 3.89010, 1.69462)  0.00
O (-3.59360, 4.14547, 1.56300)  0.00
C (-4.08336, 4.54127, 0.26974)  0.00
N (-2.16495, 3.91368, 4.20822)  0.00
H (-3.73114, 2.22544, 3.01688)  0.00
H (-2.58537, 1.35704, 4.07383)  0.00
H (-2.65221, 0.92497, 2.50114)  0.00
H (-0.85931, 2.84987, 3.01888)  0.00
H (-1.78927, 3.29129, 0.85558)  0.00
H (-1.62059, 4.84134, 1.79316)  0.00
H (-4.85570, 3.84797, -0.06330)  0.00
H (-3.26546, 4.67180, -0.43885)  0.00
H (-4.58467, 5.50841, 0.23204)  0.00
H (-1.69817, 4.77670, 3.96864)  0.00
H (-3.15527, 4.10310, 4.14910)  0.00
C (3.45810, 0.18215, -0.69287)  0.00
C (3.49885, 0.74465, -2.00954)  0.00
C (2.38390, 1.76390, -2.29274)  0.00
O (2.55461, 2.45072, -3.60941)  0.00
C (1.52457, 3.29062, -4.17206)  0.00
N (4.85547, 1.33776, -2.33367)  0.00
H (3.73531, 0.92951, 0.05058)  0.00
H (4.19959, -0.61546, -0.64708)  0.00
H (2.45341, -0.23196, -0.60788)  0.00
H (3.46367, 0.05597, -2.85369)  0.00
H (2.46780, 2.49872, -1.49205)  0.00
H (1.39324, 1.31502, -2.22055)  0.00
H (0.69554, 2.58520, -4.11563)  0.00
H (1.74213, 3.61412, -5.18995)  0.00
H (1.38677, 4.16814, -3.54032)  0.00
H (4.89631, 2.05966, -1.62848)  0.00
H (4.80345, 2.05180, -3.04609)  0.00
C (2.58338, -2.34521, -4.11029)  0.00
C (1.31466, -3.23634, -4.24056)  0.01
C (0.15216, -2.63121, -5.05909)  0.01
O (-0.80160, -1.83527, -4.36034)  0.07
C (-0.33823, -0.89457, -3.44415)  0.02
N (2.00810, -4.46722, -4.68117)  0.00
H (2.96815, -2.56584, -3.11461)  0.00
H (2.39407, -1.28891, -3.91924)  0.00
H (3.14000, -2.30962, -5.04678)  0.00
H (0.95302, -3.49308, -3.24487)  0.00
H (-0.38763, -3.54339, -5.31333)  0.01
H (0.65048, -2.17683, -5.91543)  0.00
H (0.27280, -0.23887, -4.06448)  0.00
H (0.38604, -1.32990, -2.75565)  0.00
H (-1.11837, -0.36194, -2.90029)  0.00
H (1.33104, -5.14960, -4.99108)  0.00
H (2.52212, -4.87108, -3.91125)  0.00

Frontier orbital gap (alpha / beta) = 2.6 / 9.1 eV
Energy above the lowest of the compared OMol25 structures with the same formula, charge and spin = 0.0 kcal/mol
⟨S²⟩ = 0.75
Maximum force = 6.2 eV/A
Charge = -1
HOMO energy (alpha / beta) = -0.8 / -7.3 eV
Spin multiplicity = 2